Density functional theory data (the ωB97M-V functional and the def2-TZVPD basis) for a 9-piece molecular cluster, C32H62N2O21 overall.

## Properties
HOMO-LUMO gap	10.86	eV
LUMO energy	0.448	eV
E_tot	-2945.984401	Ha

Positions of all 117 atoms, in Å:
C -5.126 5.319 -0.792
C -4.278 5.365 -2.127
O -3.140 4.482 -2.192
C -3.087 3.301 -2.731
O -3.996 2.675 -3.283
O -1.812 2.902 -2.844
C -0.652 3.735 -2.584
H -5.689 4.394 -0.667
H -5.910 6.018 -1.082
H -4.530 5.770 0.002
H -3.816 6.336 -2.305
H -4.918 5.213 -2.995
H -0.639 3.958 -1.517
H -0.746 4.654 -3.163
H 0.233 3.206 -2.937
C -3.329 -4.306 2.606
C -2.119 -4.462 3.413
O -1.174 -5.156 2.717
C -0.045 -5.613 3.274
O 0.173 -5.852 4.492
O 0.725 -6.117 2.265
C 2.042 -6.677 2.457
H -3.091 -3.864 1.639
H -4.040 -3.662 3.123
H -3.844 -5.259 2.481
H -2.284 -4.965 4.365
H -1.642 -3.509 3.644
H 1.900 -7.652 2.923
H 2.721 -6.059 3.045
H 2.521 -6.839 1.491
C 2.125 -4.308 -4.719
C 1.431 -3.034 -5.221
O 2.192 -1.902 -4.913
C 3.309 -1.601 -5.594
O 3.771 -2.313 -6.519
O 3.828 -0.437 -5.104
C 5.077 0.077 -5.599
H 3.073 -4.462 -5.234
H 1.540 -5.217 -4.862
H 2.343 -4.080 -3.675
H 0.506 -2.777 -4.704
H 1.270 -3.017 -6.298
H 5.601 0.819 -4.995
H 4.916 0.487 -6.596
H 5.827 -0.697 -5.760
C -5.354 -2.398 8.759
C -4.872 -2.176 7.300
O -3.512 -1.776 7.190
C -3.050 -1.622 5.917
O -3.783 -1.582 4.910
O -1.753 -1.505 5.971
C -1.060 -1.233 4.760
H -4.776 -2.971 9.484
H -6.356 -2.826 8.774
H -5.375 -1.447 9.292
H -5.444 -1.447 6.725
H -4.860 -3.090 6.707
H -1.623 -1.368 3.837
H -0.330 -2.031 4.626
H -0.489 -0.307 4.823
C 3.963 2.460 -2.164
C 3.512 3.814 -1.650
O 3.915 4.823 -2.503
C 3.415 6.023 -2.509
O 2.562 6.480 -1.742
O 4.014 6.694 -3.493
C 3.802 8.110 -3.650
H 5.036 2.363 -1.994
H 3.710 2.327 -3.216
H 3.400 1.676 -1.658
H 3.927 4.134 -0.695
H 2.437 3.980 -1.580
H 3.989 8.213 -4.719
H 4.534 8.673 -3.071
H 2.767 8.417 -3.497
C 0.766 2.034 2.980
C 2.245 1.886 3.459
O 2.815 0.996 2.549
C 3.687 1.470 1.523
O 4.148 2.614 1.404
O 4.021 0.414 0.666
C 3.437 -0.866 0.792
H 0.305 1.047 3.005
H 0.754 2.388 1.949
H 0.154 2.728 3.556
H 2.258 1.550 4.496
H 2.610 2.908 3.555
H 3.516 -1.376 -0.169
H 2.356 -0.745 0.844
H 3.760 -1.565 1.564
C -2.893 -0.153 1.184
C -1.538 0.408 0.885
O -1.270 0.157 -0.493
C -0.146 0.621 -1.022
O 0.735 1.205 -0.394
O -0.108 0.294 -2.240
C 1.019 0.431 -2.993
H -3.581 0.236 0.435
H -3.264 0.014 2.195
H -2.715 -1.208 0.973
H -0.754 -0.135 1.413
H -1.525 1.497 0.948
H 1.857 -0.130 -2.580
H 1.357 1.463 -3.088
H 0.906 0.079 -4.019
C -3.576 -0.865 -2.710
C -2.952 -2.045 -2.099
N -2.451 -2.965 -1.668
H -3.018 -0.001 -2.351
H -4.646 -0.853 -2.500
H -3.595 -0.927 -3.798
C 1.079 -3.124 -0.795
C 0.672 -2.707 0.552
N 0.455 -2.371 1.656
H 0.235 -3.149 -1.484
H 1.503 -4.125 -0.872
H 1.816 -2.413 -1.168

Density functional theory data (the ωB97M-V functional and the def2-TZVPD basis) for a 4-piece molecular cluster, C32H62N4O8P overall.

## Properties
HOMO-LUMO gap	5.63	eV
LUMO energy	-4.591	eV
total charge	+1
E_tot	-2417.995916	Ha

Positions of all 107 atoms, in Å:
C -4.634 -2.425 -8.815
C -5.948 -2.306 -7.817
C -5.681 -3.142 -6.428
C -4.589 -2.278 -5.534
C -4.313 -3.001 -4.084
C -2.722 -3.189 -3.718
C -2.312 -2.256 -2.424
C -2.415 -3.240 -1.090
C -2.699 -2.393 0.299
C -1.323 -1.739 0.932
C -1.226 -2.089 2.547
C -0.095 -3.214 2.926
C 0.233 -4.583 2.052
N 1.303 -5.611 2.475
C 2.126 -5.440 3.767
C 1.915 -4.122 4.723
C 0.807 -2.988 4.288
C 0.676 -1.664 5.282
O -0.272 -1.707 6.221
O 1.596 -0.549 5.009
C 2.902 -0.759 5.699
C 4.179 -0.075 4.932
P 4.501 -0.716 3.162
O 3.126 -1.125 2.434
O 5.473 -2.160 3.202
C 6.424 -2.231 2.082
C 8.014 -2.006 2.551
O 5.179 0.601 2.239
C 4.365 1.823 2.332
C 4.047 2.427 0.834
H -4.032 -3.409 -8.582
H -5.013 -2.486 -9.943
H -3.923 -1.481 -8.718
H -6.108 -1.162 -7.565
H -6.926 -2.723 -8.350
H -6.715 -3.293 -5.851
H -5.303 -4.233 -6.680
H -5.108 -1.229 -5.322
H -3.548 -2.139 -6.061
H -4.788 -2.296 -3.255
H -4.860 -4.047 -3.955
H -1.996 -3.056 -4.631
H -2.592 -4.319 -3.364
H -3.076 -1.352 -2.290
H -1.239 -1.780 -2.510
H -1.468 -3.916 -0.943
H -3.345 -3.946 -1.287
H -3.433 -1.522 0.022
H -3.260 -3.101 1.051
H -1.435 -0.562 0.799
H -0.367 -2.041 0.323
H -2.287 -2.429 2.931
H -0.914 -1.062 3.070
H -0.360 -4.794 1.064
H 1.520 -6.469 1.909
H 2.934 -6.229 4.124
H 2.567 -4.023 5.695
H 3.070 -1.897 6.004
H 2.792 -0.183 6.738
H 5.138 -0.303 5.600
H 4.023 1.102 5.006
H 6.394 -3.357 1.686
H 6.156 -1.564 1.158
H 8.202 -2.614 3.558
H 8.266 -0.871 2.740
H 8.776 -2.463 1.766
H 5.026 2.622 2.924
H 3.351 1.697 2.911
H 4.555 1.823 -0.042
H 4.385 3.572 0.861
H 2.877 2.408 0.705
C -5.894 0.749 -3.882
O -4.752 0.346 -3.707
N -6.560 1.648 -3.076
C -7.916 2.076 -3.352
C -5.882 2.183 -1.913
H -6.501 0.406 -4.737
H -7.923 3.161 -3.490
H -8.551 1.810 -2.502
H -8.305 1.597 -4.254
H -4.974 2.700 -2.238
H -5.599 1.356 -1.255
H -6.530 2.878 -1.374
C -4.688 5.427 -1.476
O -5.052 4.439 -0.851
N -3.381 5.838 -1.635
C -3.032 7.023 -2.391
C -2.323 5.059 -1.027
H -5.412 6.090 -1.978
H -2.377 6.735 -3.218
H -2.505 7.720 -1.733
H -3.923 7.512 -2.793
H -2.357 4.040 -1.424
H -2.485 5.021 0.055
H -1.347 5.504 -1.237
C 7.231 4.638 3.603
O 6.131 4.106 3.670
N 8.365 4.220 4.266
C 9.634 4.906 4.133
C 8.286 3.057 5.126
H 7.402 5.530 2.977
H 10.375 4.206 3.736
H 9.952 5.256 5.120
H 9.552 5.762 3.458
H 7.964 2.197 4.531
H 7.544 3.242 5.907
H 9.257 2.847 5.582

Density functional theory data (the ωB97M-V functional and the def2-TZVPD basis) for a 5-piece molecular cluster, C32H63N6O11PS overall.

## Properties
HOMO-LUMO gap	9.47	eV
LUMO energy	0.341	eV
E_tot	-3152.777467	Ha

Positions of all 114 atoms, in Å:
C 0.712 0.731 -4.950
C -0.534 0.063 -4.324
O -1.495 0.739 -4.194
O -0.458 -1.220 -3.919
C -1.760 -1.855 -3.926
C -2.485 -1.719 -2.537
C -1.857 -2.768 -1.591
C -2.617 -2.941 -0.235
C -1.643 -2.859 1.003
C -0.714 -4.095 0.806
C 0.178 -4.466 2.026
C 1.604 -3.829 1.945
C 2.744 -4.824 1.601
S 4.331 -4.362 2.427
C 5.082 -3.145 1.398
N 5.944 -3.274 0.419
N 6.248 -2.113 -0.141
C 5.557 -1.193 0.514
O 4.861 -1.799 1.455
C -2.305 -2.675 2.402
C -1.223 -1.777 3.089
C -0.780 -0.787 1.939
C 0.754 -0.442 1.807
C 1.335 -0.546 0.373
C 0.740 0.473 -0.648
C 2.890 -0.205 0.505
P -1.803 0.735 2.300
O -3.115 0.395 2.861
O -1.023 1.702 3.383
O -2.078 1.645 0.949
O -1.082 -1.547 0.785
H 1.121 1.407 -4.180
H 0.330 1.343 -5.781
H 1.446 -0.016 -5.292
H -2.389 -1.541 -4.770
H -1.546 -2.934 -4.045
H -2.306 -0.679 -2.206
H -3.563 -1.866 -2.731
H -0.795 -2.479 -1.458
H -1.817 -3.754 -2.103
H -3.284 -2.059 -0.147
H -3.206 -3.873 -0.256
H -0.038 -4.001 -0.066
H -1.379 -4.947 0.560
H -0.273 -4.241 3.006
H 0.298 -5.572 2.009
H 1.609 -3.022 1.190
H 1.839 -3.377 2.925
H 2.538 -5.866 1.902
H 2.924 -4.833 0.512
H 5.537 -0.123 0.320
H -3.328 -2.284 2.385
H -2.292 -3.713 2.796
H -1.629 -1.324 4.013
H -0.312 -2.277 3.464
H 1.356 -1.078 2.480
H 0.919 0.607 2.134
H 1.278 -1.544 -0.083
H -0.354 0.580 -0.533
H 0.881 0.031 -1.658
H 1.256 1.448 -0.669
H 3.447 -1.127 0.250
H 3.122 0.108 1.540
H 3.162 0.553 -0.246
H -0.318 2.215 2.963
H -1.480 2.407 0.962
C 6.106 0.591 4.463
N 4.705 0.881 4.244
C 4.041 1.865 5.091
C 3.991 0.270 3.282
O 2.808 0.476 3.054
H 6.244 0.217 5.480
H 6.690 1.505 4.333
H 6.461 -0.161 3.758
H 3.201 1.392 5.611
H 3.651 2.670 4.465
H 4.740 2.272 5.820
H 4.573 -0.458 2.691
C -2.771 0.369 -6.909
N -3.775 0.973 -7.762
C -3.944 0.481 -9.118
C -4.562 1.982 -7.336
O -5.418 2.529 -7.999
H -1.787 0.488 -7.373
H -2.992 -0.695 -6.794
H -2.760 0.838 -5.931
H -3.771 1.295 -9.824
H -4.965 0.121 -9.249
H -3.243 -0.327 -9.315
H -4.353 2.278 -6.295
C -1.397 2.674 7.945
N -0.379 1.992 7.171
C -0.785 1.149 6.056
C 0.931 2.112 7.447
O 1.825 1.563 6.830
H -2.070 1.937 8.387
H -1.966 3.337 7.290
H -0.945 3.264 8.741
H -0.434 0.130 6.227
H -0.332 1.521 5.136
H -1.868 1.151 5.956
H 1.135 2.771 8.307
C -3.376 4.741 -4.721
N -2.048 4.901 -4.164
C -1.444 6.222 -4.149
C -1.353 3.861 -3.657
O -0.237 3.934 -3.176
H -3.371 5.053 -5.767
H -4.080 5.361 -4.162
H -3.694 3.701 -4.661
H -0.511 6.200 -4.715
H -1.217 6.505 -3.119
H -2.121 6.951 -4.588
H -1.897 2.908 -3.715

Density functional theory data (the ωB97M-V functional and the def2-TZVPD basis) for a 3-piece molecular cluster, C32H64BF6N7O11P3S overall.

## Properties
HOMO-LUMO gap	7.15	eV
LUMO energy	-2.610	eV
total charge	+1
E_tot	-4514.546006	Ha

Positions of all 125 atoms, in Å:
C 1.287 2.926 -1.075
C 1.465 1.417 -1.339
O 2.051 0.743 -0.215
C 1.064 0.287 0.671
C 1.678 -0.435 1.878
C 0.535 -1.314 2.446
C -0.699 -0.581 2.961
O -1.324 0.229 2.325
C -1.224 -0.928 4.316
C -2.484 -0.474 4.670
C -3.054 -0.779 5.897
C -2.363 -1.558 6.819
C -1.103 -2.027 6.472
C -0.535 -1.711 5.245
N 2.556 -1.455 1.146
F 2.560 -2.753 1.646
C 3.980 -1.001 1.147
C 4.123 -0.329 2.514
P 4.736 -1.709 3.718
O 5.663 -2.719 2.849
O 5.556 -0.981 4.908
S 5.578 0.763 2.361
O 6.679 -0.147 2.184
O 5.800 1.584 3.509
C 5.611 1.877 0.859
F 4.443 1.986 0.216
F 6.488 1.355 -0.005
C 6.146 3.304 1.192
F 5.337 3.970 1.991
F 7.375 3.231 1.667
F 6.224 3.952 0.026
C 2.693 0.298 2.827
C 2.361 -0.003 4.302
O 1.231 0.772 4.635
C 1.091 1.032 6.019
B 2.706 1.928 2.894
O 2.275 2.749 1.867
O 3.231 2.510 3.990
C 2.837 3.862 4.244
H 0.865 3.395 -1.961
H 0.564 3.068 -0.272
H 2.279 3.298 -0.835
H 2.117 1.259 -2.194
H 0.497 0.984 -1.605
H 0.495 1.138 1.054
H 0.321 -0.339 0.165
H 0.843 -2.011 3.214
H 0.196 -1.950 1.625
H -3.060 0.117 3.973
H -4.037 -0.413 6.154
H -2.775 -1.803 7.788
H -0.539 -2.640 7.163
H 0.455 -2.096 5.043
H 2.324 -1.607 0.158
H 4.087 -0.394 0.248
H 4.539 -1.912 0.932
H 6.542 -2.850 3.235
H 5.451 -1.537 5.692
H 2.164 -1.055 4.507
H 3.217 0.314 4.905
H 2.012 0.890 6.587
H 0.301 0.442 6.486
H 0.809 2.080 6.129
H 1.326 2.914 1.902
H 3.138 4.107 5.260
H 3.315 4.575 3.578
H 1.753 3.965 4.202
O 0.183 1.500 -4.978
P 0.007 2.109 -6.356
N -0.163 3.713 -5.771
C -1.002 4.784 -6.256
C 1.063 4.256 -5.188
N -1.506 1.333 -6.728
C -2.760 1.948 -6.326
C -1.519 -0.086 -6.390
N 0.237 2.496 -8.000
C 1.537 3.046 -8.379
C -0.722 2.427 -9.089
H -0.628 5.253 -7.180
H -1.060 5.568 -5.498
H -2.027 4.465 -6.426
H 1.680 4.742 -5.956
H 1.671 3.500 -4.690
H 0.841 5.015 -4.432
H -2.752 2.292 -5.283
H -3.581 1.238 -6.442
H -3.018 2.783 -6.980
H -1.694 -0.259 -5.321
H -0.569 -0.555 -6.652
H -2.300 -0.597 -6.959
H 1.481 4.128 -8.547
H 1.920 2.576 -9.287
H 2.277 2.865 -7.598
H -1.454 3.237 -9.025
H -1.246 1.477 -9.124
H -0.208 2.524 -10.048
O -4.016 -2.991 2.619
P -3.876 -3.427 1.178
N -5.243 -2.550 0.585
C -6.122 -2.946 -0.491
C -5.144 -1.098 0.671
N -4.214 -5.114 1.428
C -5.585 -5.600 1.409
C -3.510 -5.669 2.581
N -3.243 -3.745 -0.385
C -2.577 -2.639 -1.069
C -3.346 -4.960 -1.174
H -5.682 -2.808 -1.492
H -7.031 -2.344 -0.453
H -6.452 -3.977 -0.403
H -4.604 -0.671 -0.187
H -4.620 -0.800 1.580
H -6.136 -0.642 0.712
H -6.266 -4.982 2.007
H -5.627 -6.620 1.794
H -5.965 -5.672 0.388
H -4.006 -5.430 3.528
H -2.489 -5.286 2.633
H -3.444 -6.756 2.487
H -3.212 -2.209 -1.851
H -1.637 -2.959 -1.525
H -2.330 -1.842 -0.363
H -4.352 -5.084 -1.581
H -3.081 -5.847 -0.607
H -2.653 -4.921 -2.018

Number 1: maximum force 4.4 eV/Å. Number 2: maximum force 9.1 eV/Å. Number 3: maximum force 3.2 eV/Å. Number 4: maximum force 6.7 eV/Å.